This record from OMol25 describes a structure of composition C25H62ClGaN3O10S in a non-equilibrium geometry. The level of theory is ωB97M-V/def2-TZVPD.

E_tot, a.u.: -4689.33356
E_LUMO, eV: 1.9
Gap between HOMO and LUMO, eV: 7.19
Charge: -1

CARTESIAN COORDINATES (ANGSTROEM)
1 C 6.40601 4.05640 -1.54299
2 C 6.44828 5.67358 -1.95853
3 C 5.42211 5.79093 -3.27396
4 C 4.67870 7.26408 -3.33486
5 O 3.70688 7.42534 -2.24030
6 Ga 1.99770 6.72474 -2.67993
7 Cl 0.59688 8.48126 -3.12811
8 C 1.27444 5.76388 -0.99774
9 C -0.15388 4.98393 -1.20067
10 C -0.02292 3.41886 -1.68828
11 S 0.92213 3.16873 -3.28737
12 O 2.46453 3.31936 -3.16236
13 O 0.67721 1.66589 -3.70337
14 O 0.25211 4.09535 -4.59107
15 H 6.40355 3.47463 -2.58500
16 H 5.38613 3.82891 -0.98144
17 H 7.35438 3.71387 -0.94909
18 H 7.55397 5.96458 -2.23797
19 H 5.99911 6.30785 -1.07282
20 H 6.10520 5.63143 -4.22625
21 H 4.59025 4.95087 -3.16768
22 H 5.51932 8.09364 -3.16309
23 H 4.23344 7.47113 -4.39817
24 H 2.15158 5.78481 -3.97075
25 H 1.07403 6.61656 -0.18718
26 H 2.09061 5.05853 -0.48953
27 H -0.69489 4.94999 -0.13691
28 H -0.91514 5.58258 -1.89847
29 H -1.13797 3.04967 -1.90132
30 H 0.42789 2.71871 -0.86612
31 H -0.75158 4.19211 -4.43286
32 C -1.49948 -0.53288 1.42647
33 O -2.77109 -0.26447 2.00483
34 C -2.74569 -0.26585 3.43776
35 C -2.98242 1.15178 3.98141
36 N -1.83359 2.02275 3.71225
37 C -2.10054 3.44272 3.96781
38 C -3.16696 4.13019 3.09213
39 O -2.79662 4.25330 1.71766
40 C -3.08781 3.10899 0.92288
41 H -1.63628 -0.65943 0.34926
42 H -0.81496 0.30312 1.58775
43 H -1.06925 -1.45444 1.83159
44 H -1.81836 -0.69825 3.83114
45 H -3.57332 -0.90489 3.76310
46 H -3.14972 1.10086 5.06218
47 H -3.89005 1.54064 3.51011
48 H -1.56177 1.92125 2.73796
49 H -1.15031 3.96906 3.81633
50 H -2.36284 3.57083 5.02505
51 H -3.27433 5.15680 3.46157
52 H -4.15727 3.67312 3.19300
53 H -3.98003 2.57899 1.26606
54 H -2.22611 2.44262 0.90160
55 H -3.26237 3.44691 -0.10278
56 C 1.00907 -6.95523 1.69050
57 O 1.96116 -6.65687 2.70442
58 C 3.27884 -6.43408 2.18669
59 C 3.68187 -4.96105 2.35706
60 N 2.91148 -4.09239 1.46110
61 C 3.05825 -2.66323 1.75920
62 C 2.53694 -2.16854 3.12310
63 O 1.11702 -2.24452 3.26288
64 C 0.63345 -3.51038 3.69837
65 H 0.07690 -7.25385 2.17730
66 H 0.80660 -6.07472 1.07635
67 H 1.35114 -7.78245 1.06027
68 H 3.36990 -6.75832 1.14351
69 H 3.95701 -7.05085 2.78574
70 H 4.74841 -4.85053 2.13587
71 H 3.51734 -4.69103 3.40451
72 H 1.92621 -4.33211 1.53329
73 H 2.51214 -2.12517 0.97488
74 H 4.11347 -2.38392 1.65209
75 H 2.78361 -1.10274 3.19502
76 H 3.04143 -2.64791 3.96896
77 H 1.33691 -4.01965 4.36210
78 H 0.39438 -4.13297 2.83682
79 H -0.29797 -3.34432 4.24746
80 C -6.09003 -2.84857 -2.14346
81 O -5.62051 -4.18765 -2.04380
82 C -5.12188 -4.69978 -3.28600
83 C -3.60077 -4.90466 -3.21165
84 N -2.89320 -3.62079 -3.16896
85 C -1.47009 -3.74539 -2.83411
86 C -1.11813 -4.29016 -1.43552
87 O -1.48730 -3.41925 -0.36467
88 C -2.83328 -3.56230 0.07551
89 H -6.58292 -2.59063 -1.20239
90 H -5.25906 -2.15567 -2.29468
91 H -6.81754 -2.74576 -2.95503
92 H -5.40146 -4.06353 -4.13375
93 H -5.59660 -5.67553 -3.43335
94 H -3.26907 -5.46912 -4.08915
95 H -3.38945 -5.50038 -2.31857
96 H -3.33187 -3.02353 -2.47305
97 H -1.04183 -2.73943 -2.92103
98 H -0.97764 -4.36088 -3.59676
99 H -0.02586 -4.37085 -1.38665
100 H -1.49864 -5.30340 -1.26716
101 H -3.19879 -4.58732 -0.02685
102 H -3.47601 -2.86670 -0.46308
103 H -2.87250 -3.28780 1.13369

Force components x, y, z for each atom (eV/Å):
C -0.05 0.50 -1.02
C -1.11 -1.21 -0.17
C 0.31 0.60 0.60
C 0.82 0.29 0.75
O 1.08 -0.56 -2.11
Ga 0.53 -0.58 0.30
Cl 0.01 -0.16 0.10
C -0.59 0.03 1.68
C -0.11 0.10 1.01
C -2.07 1.31 0.71
S 4.22 -6.07 -2.22
O -5.79 0.84 -0.19
O -0.33 5.30 1.55
O -0.88 -0.77 2.86
H -0.03 1.03 2.38
H 2.31 0.38 -1.14
H -1.92 0.64 -0.87
H -2.27 -0.35 0.61
H 1.13 -1.12 -1.84
H -1.60 0.18 1.70
H 1.77 1.77 -0.42
H -1.57 -1.65 -0.41
H 0.61 -0.57 1.86
H -0.11 0.59 0.15
H 0.34 -1.78 -1.65
H -1.81 1.26 -1.18
H 0.96 -0.25 -2.28
H 1.84 -1.32 1.26
H 2.57 0.50 0.15
H -0.38 1.34 -1.97
H 2.12 -0.31 -0.16
C -0.21 -0.05 -0.22
O 0.30 -0.10 0.39
C -0.49 0.42 -0.07
C 0.57 -0.27 -0.42
N -0.35 0.00 0.06
C 0.16 -0.08 -0.38
C 0.41 0.36 0.10
O -0.42 -0.35 0.39
C 0.21 0.46 -0.15
H -0.07 0.01 0.16
H 0.20 -0.07 0.08
H 0.10 0.14 -0.03
H 0.04 0.17 -0.15
H 0.01 0.03 0.04
H 0.03 0.03 -0.02
H -0.23 -0.14 0.05
H -0.04 -0.03 0.23
H -0.19 0.04 0.00
H -0.09 -0.05 -0.09
H 0.06 -0.07 -0.08
H 0.04 -0.18 -0.12
H 0.09 -0.05 0.09
H -0.08 -0.30 -0.03
H 0.01 0.07 0.13
C 0.01 0.04 0.38
O 0.04 -0.12 -0.57
C 0.18 0.44 0.54
C -0.56 -0.30 -0.43
N 0.15 -0.08 0.30
C -0.39 -0.07 -0.03
C 0.00 0.41 -0.41
O 0.44 -0.33 0.25
C -0.24 0.45 -0.11
H 0.16 0.05 0.04
H -0.02 -0.05 -0.21
H -0.02 0.07 -0.05
H -0.15 0.15 0.05
H 0.00 0.04 -0.05
H -0.05 0.02 -0.01
H 0.15 -0.15 0.18
H 0.22 0.04 -0.03
H 0.08 0.02 0.17
H -0.07 -0.07 0.10
H -0.09 -0.10 -0.04
H -0.12 -0.19 -0.01
H 0.05 -0.03 -0.11
H 0.03 -0.29 0.05
H 0.10 0.07 -0.03
C 0.02 -0.25 0.27
O -0.08 0.33 -0.47
C 0.44 -0.43 0.34
C -0.40 0.66 0.04
N -0.03 -0.36 0.11
C -0.16 0.30 0.22
C 0.39 0.37 -0.20
O -0.15 -0.58 -0.21
C 0.35 0.30 0.23
H 0.09 -0.13 -0.09
H -0.07 0.15 -0.14
H 0.08 0.06 -0.01
H 0.11 0.09 0.17
H 0.04 0.04 -0.03
H 0.01 0.04 0.02
H -0.12 -0.25 0.00
H 0.08 -0.13 -0.19
H 0.04 -0.18 0.07
H -0.08 -0.04 0.10
H -0.08 0.08 0.00
H -0.22 0.04 0.04
H -0.01 0.03 -0.14
H -0.27 -0.10 -0.01
H 0.08 0.00 -0.10

Atom charges from the Löwdin analysis, given in e for atoms 1 to 99:
1. C -0.169
2. C -0.252
3. C -0.202
4. C -0.344
5. O -0.372
6. Ga 0.052
7. Cl -0.048
8. C -0.302
9. C -0.303
10. C -0.259
11. S 0.770
12. O -0.387
13. O -0.435
14. O -0.251
15. H 0.076
16. H 0.082
17. H 0.054
18. H 0.095
19. H 0.106
20. H 0.109
21. H 0.093
22. H 0.114
23. H 0.097
24. H -0.026
25. H 0.065
26. H 0.072
27. H 0.104
28. H 0.115
29. H 0.113
30. H 0.126
31. H 0.112
32. C -0.103
33. O -0.205
34. C -0.202
35. C -0.208
36. N -0.053
37. C -0.196
38. C -0.216
39. O -0.187
40. C -0.100
41. H 0.090
42. H 0.080
43. H 0.074
44. H 0.118
45. H 0.116
46. H 0.118
47. H 0.098
48. H 0.069
49. H 0.120
50. H 0.114
51. H 0.119
52. H 0.105
53. H 0.087
54. H 0.066
55. H 0.086
56. C -0.111
57. O -0.201
58. C -0.205
59. C -0.208
60. N -0.054
61. C -0.189
62. C -0.210
63. O -0.197
64. C -0.097
65. H 0.089
66. H 0.070
67. H 0.086
68. H 0.120
69. H 0.117
70. H 0.121
71. H 0.099
72. H 0.066
73. H 0.121
74. H 0.118
75. H 0.122
76. H 0.106
77. H 0.088
78. H 0.068
79. H 0.085
80. C -0.113
81. O -0.203
82. C -0.206
83. C -0.209
84. N -0.053
85. C -0.189
86. C -0.217
87. O -0.198
88. C -0.094
89. H 0.089
90. H 0.078
91. H 0.086
92. H 0.120
93. H 0.116
94. H 0.120
95. H 0.098
96. H 0.068
97. H 0.124
98. H 0.117
99. H 0.117